Molecular formula: C4H9F2N
Method: DFT, ωB97M-V/def2-TZVPD

## Properties
ΔE to the lowest compared entry with this formula, charge and spin	46.07	kcal per mole
multiplicity	1
orbital gap	10.249	eV
lowest unoccupied orbital energy	1.1	eV

```
16
Properties=species:S:1:pos:R:3:forces:R:3:lowdin_charge:R:1
C 2.161 -1.138 -0.049 -0.520 -1.807 3.728 -0.122
C 1.093 1.040 -0.249 0.601 0.913 -0.434 -0.199
C 0.942 -0.318 0.352 -0.749 -0.452 2.459 -0.301
C -2.973 -0.557 -0.355 0.158 -1.758 -0.888 -0.200
N -2.787 0.651 0.048 -0.926 0.019 0.097 0.107
F 0.058 1.994 0.088 1.001 -0.965 0.162 -0.118
F -4.295 -0.895 -0.224 0.646 0.668 0.337 -0.066
H 3.140 -0.742 0.248 -0.329 0.172 -0.232 0.075
H 2.020 -2.123 0.575 0.567 1.503 -1.535 0.117
H 2.082 -1.331 -1.063 0.326 -0.623 -2.022 0.043
H 1.027 1.014 -1.373 0.484 -0.046 1.117 0.135
H 2.139 1.363 0.137 -1.930 0.391 -0.871 0.141
H 0.063 -0.901 0.071 -0.170 0.399 -0.509 0.085
H 0.811 -0.301 1.514 0.590 0.450 -1.909 0.146
H -1.907 1.088 -0.121 0.597 0.339 0.231 0.054
H -3.575 1.156 0.402 -0.346 0.798 0.269 0.102
```
Positions in Å, forces in eV/Å.